No. 1
61
Properties=species:S:1:pos:R:3 method="wB97M-V/def2-TZVPD" e_tot_ha=-2909.031334 lumo_ev=-6.97 charge=+2 homo_lumo_gap_ev=7.15
Zr -0.61 0.24 0.49
C 3.49 -0.17 -0.16
C 2.60 1.04 -0.37
N 1.23 0.78 -0.96
C 1.31 -0.22 -2.08
C 2.13 0.19 -3.29
C 0.78 2.09 -1.51
C -0.59 1.95 -2.13
N -1.40 1.13 -1.23
C -2.78 1.26 -1.42
C -3.60 1.14 -0.31
F -2.93 0.85 0.87
C -4.97 1.26 -0.32
F -5.65 1.08 0.81
C -5.60 1.53 -1.52
C -4.82 1.67 -2.65
F -5.40 1.91 -3.81
C -3.44 1.53 -2.62
F -2.77 1.62 -3.77
H 4.37 0.14 0.39
H 3.84 -0.59 -1.11
H 3.01 -0.97 0.40
H 3.12 1.73 -1.04
H 2.44 1.57 0.56
H 0.28 -0.43 -2.38
H 1.72 -1.14 -1.66
H 1.68 1.01 -3.85
H 2.19 -0.65 -3.98
H 3.14 0.48 -3.03
H 1.51 2.46 -2.25
H 0.77 2.80 -0.68
H -0.54 1.51 -3.12
H -1.02 2.95 -2.24
H -6.68 1.63 -1.57
C 2.50 -1.23 3.59
C 1.56 -1.00 2.46
N 1.06 0.15 2.14
N 1.50 1.20 2.89
C 0.78 2.27 2.77
N 1.11 3.37 3.44
S -0.65 2.39 1.76
C 1.21 -2.13 1.56
C 1.75 -3.40 1.74
C 1.49 -4.39 0.81
C 0.70 -4.09 -0.28
C 0.18 -2.82 -0.39
N 0.42 -1.85 0.51
H 2.52 -0.38 4.25
H 2.22 -2.12 4.15
H 3.51 -1.39 3.20
H 1.89 3.34 4.08
H 0.56 4.21 3.39
H 2.38 -3.60 2.59
H 1.90 -5.38 0.94
H 0.48 -4.83 -1.05
H -0.45 -2.56 -1.23
Cl -1.91 -1.17 2.68
C -3.23 -1.89 1.72
Cl -2.81 -1.86 -0.02
H -4.12 -1.29 1.86
H -3.34 -2.92 2.02

No. 2
135
Properties=species:S:1:pos:R:3 method="wB97M-V/def2-TZVPD" e_tot_ha=-3985.670950 lumo_ev=1.65 charge=-1 homo_lumo_gap_ev=8.44
C 0.61 -0.61 1.08
O -0.54 -0.09 0.51
O 0.41 -0.49 2.45
C 1.04 -2.05 0.60
F 1.08 -2.12 -0.73
F 2.22 -2.48 1.07
F 0.05 -2.93 0.94
C -0.73 0.04 -0.89
C -1.59 1.30 -1.01
H -2.57 1.26 -0.55
H -0.99 2.15 -0.69
H -1.81 1.57 -2.05
H -1.34 -0.76 -1.33
H 0.23 0.03 -1.40
H 1.52 -0.02 0.90
C -2.36 5.32 -1.26
O -3.24 5.57 -2.11
N -2.49 5.61 0.04
N -1.20 4.77 -1.68
H -3.34 6.02 0.37
H -1.65 5.45 0.58
H -0.56 4.36 -1.02
H -1.23 4.44 -2.63
C 0.48 3.64 1.44
O 0.38 4.84 1.18
N 1.60 2.90 1.29
N -0.45 2.90 2.08
H 1.72 1.96 1.62
H 2.30 3.36 0.73
H -0.35 1.92 2.27
H -1.25 3.25 2.58
C -6.07 -0.74 -1.93
O -5.60 -1.34 -2.92
N -5.22 -0.39 -0.95
N -7.34 -0.30 -1.86
H -4.28 -0.76 -0.96
H -5.56 0.09 -0.13
H -7.95 -0.58 -2.60
H -7.57 0.42 -1.20
C -3.51 -3.39 0.82
O -4.74 -3.55 0.76
N -2.68 -4.24 0.16
N -2.91 -2.40 1.50
H -1.72 -3.96 0.09
H -3.07 -4.87 -0.51
H -3.36 -2.03 2.32
H -1.91 -2.50 1.51
C 0.54 -4.23 -4.21
O 1.59 -4.85 -4.28
N -0.27 -3.89 -5.25
N 0.08 -3.67 -3.04
H 0.25 -3.69 -6.08
H -1.02 -3.30 -4.92
H -0.73 -3.06 -3.00
H 0.60 -3.94 -2.23
C 3.57 -1.03 -2.49
O 3.64 -0.50 -1.38
N 3.13 -2.30 -2.71
N 3.98 -0.40 -3.61
H 2.69 -2.91 -2.04
H 3.22 -2.74 -3.61
H 3.62 -0.72 -4.50
H 4.31 0.54 -3.49
C 5.17 -3.86 0.10
O 4.40 -4.81 -0.10
N 4.95 -2.99 1.10
N 6.25 -3.68 -0.66
H 4.20 -3.21 1.74
H 5.66 -2.31 1.32
H 6.38 -4.23 -1.49
H 6.87 -2.93 -0.39
C 1.87 3.24 -2.77
O 1.75 4.40 -3.16
N 1.11 2.29 -3.39
N 2.71 2.75 -1.86
H 1.23 1.31 -3.20
H 0.23 2.55 -3.81
H 2.73 1.82 -1.47
H 3.49 3.36 -1.66
C 0.98 1.51 5.33
O 1.26 2.06 6.40
N 1.86 1.48 4.29
N -0.18 0.90 5.10
H 2.80 1.84 4.26
H 1.62 0.90 3.49
H -0.18 0.25 4.33
H -0.81 0.96 5.88
C -1.82 -3.47 5.06
O -2.77 -4.00 5.61
N -1.23 -3.86 3.89
N -1.24 -2.31 5.47
H -1.65 -4.52 3.25
H -0.82 -3.08 3.40
H -1.59 -1.89 6.32
H -0.42 -1.90 5.07
C -3.55 0.40 3.41
O -3.37 -0.67 3.99
N -2.83 0.76 2.32
N -4.38 1.34 3.93
H -1.95 0.32 2.05
H -3.20 1.45 1.69
H -4.82 1.99 3.29
H -4.88 1.14 4.77
C 3.63 -2.01 4.84
O 4.25 -2.12 3.78
N 2.43 -1.37 4.88
N 4.01 -2.45 6.05
H 2.36 -0.81 5.71
H 1.99 -1.14 3.99
H 3.47 -2.11 6.82
H 4.83 -3.02 6.15
C -1.46 3.97 -4.98
O -1.40 2.84 -4.47
N -2.36 4.40 -5.88
N -0.60 4.97 -4.57
H -2.26 5.33 -6.23
H -3.01 3.79 -6.35
H 0.23 4.78 -4.00
H -0.69 5.85 -5.05
C -2.41 -0.69 -4.47
O -2.44 -1.91 -4.39
N -1.31 0.10 -4.52
N -3.59 -0.03 -4.29
H -1.40 1.10 -4.67
H -0.41 -0.35 -4.52
H -3.59 0.98 -4.35
H -4.29 -0.61 -3.82
C 4.84 0.91 1.64
O 5.14 1.67 2.57
N 4.08 -0.19 1.74
N 4.90 1.33 0.35
H 3.70 -0.75 1.00
H 4.12 -0.59 2.68
H 4.90 2.32 0.18
H 4.81 0.63 -0.36

No. 3
134
Properties=species:S:1:pos:R:3 method="wB97M-V/def2-TZVPD" e_tot_ha=-4876.057380 lumo_ev=-2.63 charge=+1 homo_lumo_gap_ev=6.77
Zn 4.71 -2.56 2.41
B 2.13 -1.03 0.80
F 1.77 -1.86 -0.27
F 2.25 0.32 0.46
F 1.32 -1.17 1.92
F 3.43 -1.53 1.17
C 7.23 -1.61 0.92
O 6.14 -2.20 0.95
N 8.41 -2.24 0.78
N 7.36 -0.25 0.98
H 9.24 -1.68 0.78
H 8.39 -3.22 0.57
H 6.53 0.31 1.10
H 8.21 0.27 1.08
C 3.87 -5.27 0.96
O 4.58 -4.33 1.35
N 2.84 -5.01 0.10
N 4.09 -6.59 1.19
H 2.18 -5.74 -0.11
H 2.53 -4.05 -0.01
H 5.09 -6.68 1.34
H 3.52 -7.31 0.79
C 5.13 0.42 3.45
O 5.16 -0.84 3.30
N 5.74 1.02 4.47
N 4.54 1.20 2.55
H 5.87 2.01 4.56
H 6.07 0.37 5.17
H 4.60 2.20 2.64
H 3.95 0.78 1.85
C 2.20 -3.42 4.29
O 3.11 -2.79 3.72
N 0.96 -3.57 3.81
N 2.49 -4.13 5.42
H 0.68 -2.98 3.04
H 0.33 -4.11 4.36
H 3.43 -4.15 5.76
H 1.73 -4.64 5.83
C -2.98 8.01 -0.08
O -2.63 7.94 1.29
C -3.48 7.38 2.27
C -3.10 5.96 2.63
N -3.19 5.04 1.51
C -2.57 3.75 1.84
C -2.81 2.73 0.75
O -2.37 1.41 1.08
C -0.96 1.20 1.10
H -3.87 8.62 -0.25
H -3.26 7.05 -0.53
H -2.09 8.50 -0.47
H -4.53 7.55 2.01
H -3.40 7.92 3.22
H -3.70 5.61 3.47
H -2.08 6.00 3.05
H -2.70 5.45 0.72
H -2.98 3.30 2.74
H -1.49 3.92 1.92
H -2.31 2.94 -0.21
H -3.84 2.61 0.38
H -0.38 2.03 1.49
H -0.75 0.74 0.13
H -0.88 0.37 1.81
C -2.47 -7.94 -4.09
O -1.79 -6.78 -4.51
C -2.00 -5.59 -3.76
C -1.10 -5.63 -2.53
N -1.20 -4.31 -1.88
C -0.28 -4.20 -0.74
C -0.95 -3.40 0.37
O -2.36 -3.58 0.40
C -3.12 -2.42 0.69
H -2.20 -8.81 -4.68
H -3.53 -7.70 -4.00
H -2.09 -8.27 -3.11
H -3.07 -5.41 -3.59
H -1.61 -4.81 -4.41
H -0.05 -5.82 -2.76
H -1.43 -6.38 -1.80
H -2.13 -4.16 -1.51
H 0.58 -3.62 -1.07
H 0.01 -5.22 -0.46
H -0.78 -2.35 0.12
H -0.48 -3.55 1.34
H -2.84 -2.05 1.67
H -4.18 -2.66 0.70
H -3.01 -1.82 -0.22
C 0.06 -0.67 -2.93
O -1.00 0.11 -2.45
C -2.27 -0.37 -2.88
C -3.27 0.50 -2.19
N -4.68 0.37 -2.58
C -5.34 -0.95 -2.41
C -5.80 -1.03 -0.94
O -6.94 -0.21 -0.79
C -7.45 -0.34 0.52
H -0.02 -0.86 -4.01
H 0.10 -1.66 -2.45
H 1.06 -0.31 -2.73
H -2.32 -1.44 -2.65
H -2.39 -0.27 -3.97
H -3.10 1.55 -2.41
H -3.19 0.37 -1.10
H -5.28 1.00 -2.06
H -4.67 -1.76 -2.68
H -6.20 -0.87 -3.06
H -4.95 -0.76 -0.32
H -6.07 -2.06 -0.64
H -7.77 -1.37 0.74
H -8.36 0.25 0.60
H -6.88 0.03 1.38
C 0.33 6.15 0.83
O -0.20 5.29 -0.12
C 0.58 5.14 -1.27
C 0.08 3.90 -2.03
N 0.53 2.65 -1.44
C 1.80 2.22 -1.98
C 3.08 2.64 -1.26
O 3.53 3.98 -1.45
C 3.93 4.21 -2.80
H -0.10 6.09 1.83
H 0.29 7.19 0.47
H 1.40 5.97 1.01
H 1.63 5.02 -1.01
H 0.55 6.03 -1.92
H 0.30 3.92 -3.09
H -1.01 4.06 -1.97
H -0.12 1.94 -1.16
H 1.89 2.21 -3.08
H 1.80 1.14 -1.81
H 3.92 2.01 -1.60
H 2.97 2.55 -0.19
H 3.08 4.15 -3.47
H 4.76 3.58 -3.12
H 4.32 5.23 -2.86

No. 4
14
Properties=species:S:1:pos:R:3 method="wB97M-V/def2-TZVPD" e_tot_ha=-958.677801 lumo_ev=0.89 homo_lumo_gap_ev=9.16
C 0.57 -0.75 -2.24
C 0.31 -0.80 -0.77
Cl 0.97 -2.13 0.06
C -0.33 0.28 -0.07
C -0.51 0.37 1.39
P 1.11 1.08 2.17
H 0.31 -1.83 -2.68
H -0.23 -0.04 -2.76
H 1.49 -0.42 -2.43
H -0.62 1.22 -0.56
H -1.35 0.92 1.57
H -0.63 -0.63 1.90
H 1.42 1.86 0.97
H 2.09 0.08 1.73

Copy entry 1 word for word.
61
Properties=species:S:1:pos:R:3 method="wB97M-V/def2-TZVPD" e_tot_ha=-2909.031334 lumo_ev=-6.97 charge=+2 homo_lumo_gap_ev=7.15
Zr -0.61 0.24 0.49
C 3.49 -0.17 -0.16
C 2.60 1.04 -0.37
N 1.23 0.78 -0.96
C 1.31 -0.22 -2.08
C 2.13 0.19 -3.29
C 0.78 2.09 -1.51
C -0.59 1.95 -2.13
N -1.40 1.13 -1.23
C -2.78 1.26 -1.42
C -3.60 1.14 -0.31
F -2.93 0.85 0.87
C -4.97 1.26 -0.32
F -5.65 1.08 0.81
C -5.60 1.53 -1.52
C -4.82 1.67 -2.65
F -5.40 1.91 -3.81
C -3.44 1.53 -2.62
F -2.77 1.62 -3.77
H 4.37 0.14 0.39
H 3.84 -0.59 -1.11
H 3.01 -0.97 0.40
H 3.12 1.73 -1.04
H 2.44 1.57 0.56
H 0.28 -0.43 -2.38
H 1.72 -1.14 -1.66
H 1.68 1.01 -3.85
H 2.19 -0.65 -3.98
H 3.14 0.48 -3.03
H 1.51 2.46 -2.25
H 0.77 2.80 -0.68
H -0.54 1.51 -3.12
H -1.02 2.95 -2.24
H -6.68 1.63 -1.57
C 2.50 -1.23 3.59
C 1.56 -1.00 2.46
N 1.06 0.15 2.14
N 1.50 1.20 2.89
C 0.78 2.27 2.77
N 1.11 3.37 3.44
S -0.65 2.39 1.76
C 1.21 -2.13 1.56
C 1.75 -3.40 1.74
C 1.49 -4.39 0.81
C 0.70 -4.09 -0.28
C 0.18 -2.82 -0.39
N 0.42 -1.85 0.51
H 2.52 -0.38 4.25
H 2.22 -2.12 4.15
H 3.51 -1.39 3.20
H 1.89 3.34 4.08
H 0.56 4.21 3.39
H 2.38 -3.60 2.59
H 1.90 -5.38 0.94
H 0.48 -4.83 -1.05
H -0.45 -2.56 -1.23
Cl -1.91 -1.17 2.68
C -3.23 -1.89 1.72
Cl -2.81 -1.86 -0.02
H -4.12 -1.29 1.86
H -3.34 -2.92 2.02